{
  "formula": "C3H3N3O3",
  "method": "ωB97M-V/def2-TZVPD",
  "elements": ["O", "O", "O", "N", "N", "N", "C", "C", "C", "H", "H", "H"],
  "coordinates": [[0.43, 0.66, 1.43], [-0.46, 2.01, -0.78], [-0.47, 0.13, 3.40], [0.31, 0.18, -2.07], [0.48, 0.02, 0.20], [-0.67, -1.24, 1.57], [-0.29, -1.12, 0.36], [0.09, 0.94, -0.90], [-0.29, -0.12, 2.27], [1.14, -0.40, -1.95], [-0.57, -1.73, -0.59], [0.32, 0.66, -2.94]],
  "orbital_gap_ev": 10.80,
  "homo_energy_ev": -10.549,
  "smiles": "NC(=O)n1cnc(=O)o1",
  "relative_energy_kcal_mol": 60.6,
  "lumo_energy_ev": 0.252
}

---

{
  "formula": "C39H43N5PRuS2",
  "method": "ωB97M-V/def2-TZVPD",
  "elements": ["Ru", "S", "S", "P", "N", "N", "N", "N", "N", "C", "C", "C", "C", "C", "C", "C", "C", "C", "C", "C", "C", "C", "C", "C", "C", "C", "C", "C", "C", "C", "C", "C", "C", "C", "C", "C", "C", "C", "C", "C", "C", "C", "C", "C", "C", "C", "C", "C", "H", "H", "H", "H", "H", "H", "H", "H", "H", "H", "H", "H", "H", "H", "H", "H", "H", "H", "H", "H", "H", "H", "H", "H", "H", "H", "H", "H", "H", "H", "H", "H", "H", "H", "H", "H", "H", "H", "H", "H", "H", "H", "H"],
  "coordinates": [[-0.59, 1.99, 0.16], [-3.40, 0.42, 1.89], [-1.66, 3.94, 0.20], [-1.19, -0.18, -0.95], [-1.85, 1.06, 1.95], [1.84, 1.05, -0.11], [4.10, 0.56, -0.50], [-1.68, 0.27, 4.18], [0.26, 2.71, 2.27], [-1.22, 0.40, -2.68], [-2.80, -3.21, 4.54], [-5.29, -2.30, -1.05], [0.63, 2.01, 4.55], [-0.10, 1.91, 3.33], [-3.59, -3.35, 3.41], [1.15, 3.66, 2.45], [0.09, -1.51, 1.50], [-0.06, 2.49, -1.87], [3.84, -0.73, -1.13], [-1.23, 1.08, 3.13], [3.47, -0.60, -2.61], [-4.15, -3.04, -0.77], [1.35, -3.20, 0.17], [-0.72, 2.15, -4.25], [1.26, -3.25, -2.22], [0.38, -2.18, -2.21], [-1.83, 0.15, -5.00], [-5.19, -0.93, -1.21], [-3.16, -1.06, 2.83], [1.87, 3.84, 3.62], [0.47, -2.13, 0.20], [-2.18, -2.01, 4.82], [-1.27, 1.40, -5.27], [-2.81, -1.03, -0.92], [-0.68, 1.67, -2.94], [-1.81, -0.34, -3.71], [5.49, 0.91, -0.31], [-0.04, -1.62, -1.01], [-3.78, -2.26, 2.56], [3.08, 1.38, -0.13], [-3.92, 1.21, -1.27], [-2.92, -2.41, -0.71], [-3.97, -0.28, -1.13], [1.75, -3.77, -1.03], [-2.33, -0.93, 3.95], [6.16, 1.48, -1.56], [3.42, 2.79, 0.25], [1.62, 2.95, 4.68], [-1.58, -1.88, 5.71], [-6.25, -2.79, -1.11], [2.18, 3.03, 5.60], [2.60, 4.62, 3.71], [0.61, -1.99, 2.33], [4.20, 3.21, -0.39], [0.41, 1.36, 5.37], [6.24, 0.72, -2.33], [2.51, 3.39, 0.14], [1.57, -3.68, -3.16], [-3.03, 1.63, -0.78], [2.43, -4.60, -1.03], [-2.28, -0.42, -5.79], [-2.67, -4.04, 5.21], [-0.25, 3.55, -2.09], [1.02, 2.34, -1.90], [3.04, -1.25, -0.60], [1.30, 4.34, 1.62], [2.58, 0.02, -2.73], [1.73, -3.60, 1.10], [5.56, 1.63, 0.51], [6.02, 0.01, 0.01], [-4.80, 1.65, -0.79], [7.16, 1.83, -1.31], [4.74, -1.33, -1.03], [-6.08, -0.35, -1.40], [-1.16, 0.32, 5.04], [3.26, -1.58, -3.02], [-1.28, 1.79, -6.28], [-4.43, -2.34, 1.70], [-0.31, 3.13, -4.46], [-3.91, 1.51, -2.31], [0.34, -0.45, 1.50], [0.02, -1.78, -3.15], [3.74, 2.85, 1.29], [-4.06, -4.29, 3.18], [4.29, -0.15, -3.18], [-0.99, -1.60, 1.66], [5.59, 2.32, -1.96], [-2.27, -1.29, -3.48], [-4.21, -4.11, -0.61], [-2.03, -3.00, -0.50], [1.65, 0.10, -0.41]],
  "orbital_gap_ev": [5.01, 4.99],
  "spin_multiplicity": 2,
  "homo_energy_ev": [-5.708, -5.670],
  "relative_energy_kcal_mol": 0.0,
  "lumo_energy_ev": [-0.696, -0.683]
}

---

{
  "formula": "CH3FO2S",
  "method": "ωB97M-V/def2-TZVPD",
  "elements": ["S", "F", "O", "O", "C", "H", "H", "H"],
  "coordinates": [[-1.27, 0.09, -0.21], [1.67, 0.48, -0.70], [-1.44, 1.48, -0.43], [-2.25, -0.64, 0.51], [1.24, -0.08, 0.48], [1.53, -1.07, 0.44], [1.62, 0.37, 1.34], [-1.10, -0.62, -1.43]],
  "orbital_gap_ev": [8.44, 8.58],
  "homo_energy_ev": [-9.781, -9.627],
  "relative_energy_kcal_mol": 75.4,
  "lumo_energy_ev": [-1.336, -1.044]
}